Here is a structure of composition C43H51MnN2O4P2SSe from the OMol25 dataset. Energies are from ωB97M-V with the def2-TZVPD basis set.

Summary:
- <S²>: 1.22
- E_tot: -6712.073040 a.u.
- HOMO-LUMO gap (spin up / spin down): 7.82 / 7.79 eV

Structure (ORCA input):
```
! RIJCOSX wB97M-V def2-TZVPD def2/J DEFGRID3
* xyz 3 2
Mn -0.350 0.855 -1.085
O 0.697 -1.438 -1.827
S -0.427 -1.311 -3.019
O 0.071 -1.879 -4.212
O -0.639 0.132 -2.983
C -1.808 -2.196 -2.424
C -2.105 -3.352 -3.144
C -3.174 -4.139 -2.744
C -3.925 -3.767 -1.641
C -3.629 -2.599 -0.948
C -2.572 -1.778 -1.323
P -2.347 -0.175 -0.448
C -3.836 0.744 -0.886
C -5.049 0.537 -0.225
C -6.190 1.195 -0.653
C -6.132 2.054 -1.743
C -4.933 2.253 -2.412
C -3.786 1.600 -1.986
C -2.440 -0.589 1.309
C -1.884 -1.774 1.791
C -1.912 -2.056 3.149
C -2.495 -1.157 4.032
C -3.030 0.035 3.561
C -2.998 0.326 2.204
H -1.522 -3.623 -4.012
H -3.421 -5.033 -3.300
H -4.761 -4.377 -1.325
H -4.246 -2.319 -0.104
H -5.111 -0.124 0.631
H -7.126 1.038 -0.135
H -7.027 2.564 -2.074
H -4.891 2.913 -3.268
H -2.859 1.748 -2.524
H -1.463 -2.503 1.106
H -1.507 -2.990 3.516
H -2.540 -1.388 5.088
H -3.491 0.732 4.248
H -3.437 1.248 1.844
C 2.590 -5.129 -1.830
C 1.452 -4.102 -1.726
C 0.507 -4.421 -0.558
P 2.055 -2.404 -1.643
C 2.535 -1.841 0.015
C 3.368 -2.839 0.829
C 3.207 -0.463 -0.044
C 3.269 -1.976 -2.916
C 2.956 -2.487 -4.328
C 4.680 -2.450 -2.507
H 2.139 -6.120 -1.869
H 3.254 -5.104 -0.967
H 3.184 -5.007 -2.734
H 0.896 -4.119 -2.673
H 1.034 -4.415 0.396
H 0.112 -5.427 -0.701
H -0.339 -3.739 -0.496
H 1.558 -1.734 0.504
H 4.332 -3.053 0.369
H 2.853 -3.780 1.003
H 3.567 -2.388 1.801
H 4.227 -0.528 -0.418
H 3.255 -0.060 0.967
H 2.663 0.258 -0.653
H 3.260 -0.879 -2.916
H 3.015 -3.574 -4.373
H 3.726 -2.097 -4.993
H 1.995 -2.167 -4.711
H 4.789 -3.524 -2.649
H 4.966 -2.204 -1.488
H 5.390 -1.959 -3.171
Se -0.252 3.169 -3.528
N -0.585 2.752 -1.795
C -1.148 3.815 -1.223
C -1.625 3.908 0.118
C -2.176 5.079 0.527
C -2.293 6.223 -0.335
C -1.865 6.177 -1.615
C -1.283 4.959 -2.097
N -0.850 4.802 -3.331
H -1.553 3.061 0.785
H -2.544 5.166 1.541
H -2.736 7.127 0.060
H -1.942 7.019 -2.288
C 4.460 3.724 5.229
C 3.434 3.133 4.318
C 2.430 2.300 4.811
C 1.469 1.751 3.980
C 0.416 0.871 4.593
C 1.521 2.025 2.576
C 0.532 1.392 1.782
O 0.497 1.358 0.523
C 2.538 2.891 2.062
C 2.679 3.311 0.626
C 3.461 3.416 2.951
H 4.275 3.465 6.268
H 4.471 4.811 5.134
H 5.455 3.368 4.954
H 2.399 2.083 5.871
H 0.635 0.718 5.648
H 0.361 -0.112 4.122
H -0.575 1.326 4.526
H -0.275 0.874 2.306
H 1.781 3.186 0.040
H 3.480 2.734 0.152
H 2.982 4.358 0.588
H 4.223 4.088 2.571
*
```



Here is a structure of composition C43H52BN8O2P2Sr at a distorted geometry from the OMol25 dataset. Energies are from ωB97M-V with the def2-TZVPD basis set.

Summary:
- E_tot: -2996.712810 a.u.
- Energy relative to the best compared isomer or geometry (same formula, charge and spin): 5.381 eV
- HOMO-LUMO gap: 6.43 eV

Structure (ORCA input):
```
! RIJCOSX wB97M-V def2-TZVPD def2/J DEFGRID3
* xyz -1 1
Sr 1.029 -0.150 1.163
C 2.642 -4.668 2.088
C 2.765 -3.672 1.105
N 2.410 -2.490 1.578
N 2.049 -2.690 2.865
C 2.181 -3.987 3.194
B 1.661 -1.511 3.801
N 0.289 -0.894 3.355
C -0.717 -1.714 2.589
C -2.164 0.494 2.602
C -0.858 1.079 3.078
N 0.171 0.446 3.496
N 2.840 -0.480 3.723
C 3.794 -0.365 4.662
C 4.849 0.348 4.132
C 4.439 0.628 2.823
N 3.234 0.135 2.582
H 2.852 -5.720 2.001
H 3.084 -3.762 0.078
H 1.941 -4.324 4.189
H 1.633 -1.929 4.937
H -0.817 -2.642 3.167
H -2.869 0.652 3.426
H -0.812 2.159 3.204
H 3.656 -0.811 5.632
H 5.771 0.621 4.615
H 4.963 1.161 2.048
C -4.923 -1.413 0.863
C -3.959 -1.650 -0.303
C -4.253 -0.612 -1.384
P -2.154 -1.837 0.356
C -2.268 -3.665 0.838
C -1.026 -4.490 0.462
C -3.530 -4.451 0.469
C -1.271 -1.807 -1.338
C -1.942 -2.697 -2.193
C -1.699 -2.859 -3.543
C -0.737 -2.048 -4.126
C -0.011 -1.198 -3.326
C -0.160 -1.089 -1.917
N 0.730 -0.229 -1.279
C 2.055 -0.181 -1.660
C 2.733 -1.288 -2.231
C 4.086 -1.275 -2.482
C 4.858 -0.158 -2.174
C 4.232 0.935 -1.605
C 2.858 0.967 -1.349
P 2.108 2.375 -0.457
C 0.847 3.027 -1.639
C 1.249 3.291 -3.085
C 0.117 4.224 -1.035
C 3.358 3.749 -0.369
C 4.158 4.118 -1.638
C 4.276 3.615 0.847
H -5.956 -1.435 0.496
H -4.757 -0.430 1.310
H -4.815 -2.131 1.673
H -4.224 -2.615 -0.738
H -4.364 0.383 -0.955
H -5.208 -0.852 -1.864
H -3.493 -0.571 -2.163
H -2.301 -3.565 1.927
H -0.686 -4.284 -0.554
H -1.269 -5.556 0.517
H -0.188 -4.293 1.124
H -3.599 -4.668 -0.600
H -4.450 -3.960 0.783
H -3.485 -5.415 0.982
H -2.724 -3.309 -1.769
H -2.272 -3.573 -4.121
H -0.547 -2.077 -5.193
H 0.747 -0.572 -3.780
H 2.160 -2.181 -2.442
H 4.553 -2.158 -2.904
H 5.924 -0.147 -2.357
H 4.835 1.796 -1.350
H 0.166 2.176 -1.642
H 1.807 4.223 -3.189
H 0.348 3.380 -3.700
H 1.854 2.476 -3.490
H 0.752 5.116 -1.026
H -0.203 4.025 -0.010
H -0.772 4.462 -1.625
H 2.679 4.579 -0.144
H 5.231 4.044 -1.447
H 3.956 5.147 -1.942
H 3.939 3.474 -2.485
H 5.020 2.831 0.693
H 3.715 3.371 1.750
H 4.818 4.550 1.015
O -3.062 -1.622 3.191
C -2.151 -1.074 2.524
O -0.311 -1.953 1.293
C -2.657 1.337 1.453
C -3.694 2.277 1.717
C -4.088 3.137 0.742
C -3.511 3.030 -0.545
C -3.932 3.824 -1.639
C -3.432 3.598 -2.888
C -2.498 2.558 -3.094
C -2.055 1.800 -2.049
C -2.530 2.035 -0.737
N -2.074 1.244 0.284
H -4.144 2.297 2.701
H -4.858 3.878 0.923
H -4.675 4.595 -1.468
H -3.765 4.197 -3.727
H -2.138 2.349 -4.094
H -1.364 0.984 -2.199
*
```



> The lowest E_tot belongs to which entry?

C43H51MnN2O4P2SSe